No. 1
7
Properties=species:S:1:pos:R:3 method="wB97M-V/def2-TZVPD" total_charge=0 homo_energy_ev="-10.0 / -10.0" energy_ev=-88398.137 e_above_lowest_ev=3.8059 gap_ev="6.577 / 6.566"
C -0.70 -0.24 -0.28
C 0.59 0.14 -0.35
F 0.12 0.11 2.00
F 0.97 1.42 -0.46
S -1.97 0.84 -0.04
Br 1.90 -1.03 -0.55
H -0.91 -1.24 -0.33

***

No. 2
14
Properties=species:S:1:pos:R:3 method="wB97M-V/def2-TZVPD" total_charge=+1 homo_energy_ev=-15.2 energy_ev=-6789.885 e_above_lowest_ev=8.2035 gap_ev=8.488
C -0.98 0.28 -1.05
C -2.35 0.03 -0.55
C -1.95 0.86 0.66
C -0.46 1.20 0.31
C 3.12 -0.89 0.09
N 0.14 0.78 -0.79
H -3.18 0.35 -1.02
H -2.32 -1.03 -0.46
H -2.50 1.80 0.79
H -2.15 0.31 1.70
H 2.42 -1.58 -0.12
H 3.99 -1.59 0.50
H 2.89 -0.15 0.87
H 3.33 -0.36 -0.91

***

No. 3
18
Properties=species:S:1:pos:R:3 method="wB97M-V/def2-TZVPD" total_charge=0 homo_energy_ev=-7.5 energy_ev=-8896.938 e_above_lowest_ev=4.7595 gap_ev=8.417
C 1.00 0.13 -2.06
C 0.84 0.28 -0.57
C -0.39 0.06 0.10
C -1.37 -0.97 -0.43
N -0.02 -0.17 1.44
C -0.32 0.64 2.39
O -1.07 1.71 2.21
H 0.22 -0.50 -2.50
H 0.97 1.11 -2.55
H 1.97 -0.33 -2.29
H 1.61 -0.70 0.23
H 1.45 1.09 -0.16
H -1.24 1.70 1.23
H -1.95 -0.60 -1.28
H -0.86 -1.90 -0.75
H -2.08 -1.26 0.35
H 1.18 -0.78 1.23
H 0.05 0.51 3.40

***

No. 4
113
Properties=species:S:1:pos:R:3 method="wB97M-V/def2-TZVPD" total_charge=+3 homo_energy_ev=-14.4 energy_ev=-184927.494 gap_ev=9.059
C 11.22 8.01 18.33
C 11.05 7.33 17.03
C 9.73 6.69 16.86
O 8.67 7.59 16.62
C 7.41 7.06 16.93
N 11.32 8.28 15.87
H 10.46 8.77 15.70
H 12.01 8.93 16.17
H 11.68 7.71 15.03
H 12.24 8.43 18.48
H 11.11 7.26 19.12
H 10.48 8.77 18.50
H 11.82 6.53 16.89
H 9.39 6.11 17.77
H 9.85 5.93 16.00
H 7.16 7.03 17.98
H 7.31 6.07 16.52
H 6.69 7.70 16.45
C 16.32 6.37 10.49
C 15.29 5.27 10.53
C 15.55 4.24 9.48
O 15.37 4.88 8.21
C 16.10 4.07 7.29
N 15.30 4.66 11.93
H 14.82 3.74 11.91
H 16.27 4.47 12.27
H 14.82 5.21 12.65
H 16.10 7.11 11.29
H 16.23 6.81 9.47
H 17.32 5.88 10.54
H 14.27 5.59 10.34
H 14.82 3.43 9.64
H 16.59 3.89 9.50
H 15.61 3.06 7.17
H 17.11 3.90 7.63
H 16.18 4.49 6.27
C 17.52 13.20 11.75
C 16.45 12.22 12.09
C 15.14 12.74 11.57
N 13.83 12.17 12.15
C 13.59 12.76 13.48
C 13.71 10.64 12.16
C 13.66 10.37 10.70
C 12.64 11.38 10.14
C 12.72 12.52 11.21
H 18.41 13.09 12.33
H 17.19 14.23 12.00
H 17.63 13.33 10.69
H 16.40 12.08 13.11
H 16.72 11.40 11.44
H 15.11 12.54 10.47
H 15.07 13.81 11.81
H 13.55 13.87 13.32
H 14.41 12.43 14.18
H 12.65 12.35 13.85
H 12.79 10.45 12.69
H 14.55 10.16 12.63
H 13.28 9.37 10.52
H 14.57 10.48 10.12
H 11.67 10.97 9.86
H 13.03 11.73 9.18
H 11.83 12.44 11.85
H 12.84 13.54 10.80
C 8.21 10.29 21.05
C 8.28 11.33 19.82
C 9.65 11.93 19.81
N 10.20 12.84 18.66
C 9.22 13.96 18.64
C 10.36 12.06 17.34
C 11.89 11.88 17.28
C 12.44 13.17 17.82
C 11.53 13.41 18.99
H 8.34 10.92 21.92
H 8.98 9.55 21.04
H 7.25 9.82 20.94
H 7.50 12.03 20.02
H 7.93 10.83 18.91
H 10.41 11.12 19.90
H 9.78 12.55 20.72
H 8.28 13.45 18.48
H 9.39 14.70 17.88
H 9.20 14.43 19.67
H 10.01 12.62 16.47
H 9.82 11.11 17.46
H 12.21 11.68 16.26
H 12.21 11.08 17.97
H 12.29 13.99 17.07
H 13.54 13.12 18.01
H 11.40 14.44 19.32
H 11.87 12.90 19.90
C 7.08 9.82 10.66
N 5.59 9.79 10.58
C 4.91 8.70 11.33
C 5.04 11.08 11.18
C 5.07 9.65 9.16
C 5.18 8.27 8.58
O 5.47 8.47 7.25
H 7.42 10.53 9.93
H 7.40 8.79 10.52
H 7.33 10.20 11.71
H 5.00 8.86 12.44
H 5.35 7.73 11.15
H 3.84 8.70 11.12
H 5.38 11.20 12.25
H 3.96 11.10 11.31
H 5.54 11.94 10.71
H 5.68 10.41 8.57
H 4.03 9.94 9.09
H 4.27 7.73 8.72
H 5.98 7.64 9.06
H 5.40 7.66 6.73
Br 10.46 11.11 14.02
Br 13.14 6.55 13.90